C28H40BN6O2RbS3 | the ωB97M-V functional and the def2-TZVPD basis

Atoms and positions in Å:
Rb: 1.2901 0.5419 -0.2731
C: -2.2430 2.3465 4.8124
C: -3.0383 2.2568 3.5559
C: -4.3609 2.5526 3.5012
C: -5.0739 2.4622 2.2759
N: -4.4776 2.1034 1.1802
N: -3.1683 1.8143 1.2266
B: -2.5706 1.4516 -0.1294
N: -1.7605 2.6117 -0.7159
N: -1.8149 3.7090 0.0821
C: -1.1190 4.7534 -0.2176
C: -0.3094 4.7899 -1.3919
C: -0.2922 3.7348 -2.2367
C: 0.5063 3.7372 -3.4948
C: -1.0663 2.5572 -1.8837
S: -1.0283 1.1869 -2.8516
C: -1.1712 5.9323 0.7379
C: 0.2526 6.1900 1.2513
C: -2.0803 5.6285 1.9268
C: -1.6893 7.1703 0.0009
N: -3.6147 0.8626 -1.1258
N: -4.5490 1.4335 -1.8618
C: -5.2350 0.6217 -2.6297
C: -4.9731 -0.7773 -2.6541
C: -3.9960 -1.3477 -1.8859
C: -3.6370 -2.7931 -1.8786
C: -3.2961 -0.4216 -1.0896
S: -1.9750 -0.4676 0.0299
C: -6.3344 1.2138 -3.4930
C: -6.3987 2.7286 -3.3243
C: -7.6758 0.6002 -3.0680
C: -6.0601 0.8831 -4.9646
C: -2.3895 1.8674 2.3298
S: -0.7371 1.5437 2.2669
C: -6.5514 2.7960 2.1991
C: -7.3261 1.9109 3.1830
C: -6.7405 4.2696 2.5761
C: -7.0868 2.5626 0.7884
H: -2.8744 2.6441 5.6475
H: -1.4344 3.0690 4.6893
H: -1.7613 1.3944 5.0348
H: -4.8763 2.8647 4.4002
H: 0.2837 5.6685 -1.6063
H: 1.0248 4.6869 -3.6116
H: -0.1389 3.5560 -4.3555
H: 1.2380 2.9286 -3.4900
H: 0.6431 5.3180 1.7775
H: 0.2436 7.0318 1.9457
H: 0.9458 6.4340 0.4457
H: -1.7215 4.7622 2.4822
H: -3.1040 5.4258 1.6098
H: -2.0904 6.4902 2.5968
H: -1.0562 7.4405 -0.8450
H: -1.7105 8.0233 0.6802
H: -2.7028 7.0105 -0.3721
H: -5.5664 -1.3971 -3.3140
H: -4.2961 -3.3648 -2.5290
H: -3.7033 -3.1989 -0.8679
H: -2.6088 -2.9306 -2.2177
H: -6.6051 3.0097 -2.2927
H: -7.1983 3.1220 -3.9543
H: -5.4636 3.2042 -3.6177
H: -7.9056 0.8371 -2.0280
H: -7.6852 -0.4851 -3.1806
H: -8.4771 1.0017 -3.6901
H: -5.1027 1.2925 -5.2893
H: -6.8431 1.3180 -5.5873
H: -6.0529 -0.1910 -5.1539
H: -7.0096 2.0632 4.2153
H: -7.1993 0.8539 2.9431
H: -8.3905 2.1441 3.1278
H: -6.3824 4.4837 3.5842
H: -7.7998 4.5289 2.5391
H: -6.2085 4.9220 1.8820
H: -6.9761 1.5194 0.4904
H: -6.5594 3.1701 0.0548
H: -8.1476 2.8192 0.7612
O: 4.7575 2.7753 -0.7485
C: 3.7688 2.0727 -0.5881
O: 3.6891 0.8278 -0.3961
H: 2.7618 2.6291 -0.6188

**Energy relative to the best compared isomer or geometry (same formula, charge and spin)**: 0.000 eV
**Total energy**: -76561.5227 eV
**Net charge**: 0
**HOMO level**: -7.596 eV